This record from OMol25 describes a single CH8N2Si molecule. The level of theory is ωB97M-V with the def2-TZVPD basis set.

Last column: Mulliken spin population.
Element x y z (Å)
C 0.3945 -0.5492 1.8107  0.15
N -0.4624 -0.1172 -2.4598  0.43
N 0.6359 0.4728 0.8928  0.96
Si -0.1758 0.6680 -0.8494  0.58
H -0.3528 -0.2715 2.4702  0.07
H 0.1569 -1.5179 1.3210  -0.06
H 1.2861 -0.8227 2.4293  0.02
H 0.1905 -0.1294 -3.2166  -0.06
H -1.1864 -0.8763 -2.6250  -0.07
H -1.5576 0.9502 -0.4998  0.03
H 1.6022 0.7219 0.7361  -0.05
H 0.7205 1.8905 -1.1636  0.01

Output
Spin multiplicity = 3
Kohn-Sham gap (spin up / spin down) = 0.189 / 0.218 Ha
Molar mass = 76.17 g/mol
Relative energy (zero: lowest compared OMol25 entry of this formula, charge and spin) = 80.0 kJ/mol
⟨S²⟩ = 2.006